A molecular structure, C34H25CaIN9O4. Source: the OMol25 dataset; level of theory: the ωB97M-V functional and the def2-TZVPD basis.

ORCA input file:
```
! wB97M-V def2-TZVPD RIJCOSX def2/J DEFGRID3
* xyz -1 1
Ca -0.682 0.261 -0.045
O -3.162 0.159 -3.726
C -2.200 0.177 -2.945
N -1.973 -0.502 -1.830
C -2.846 -1.568 -1.449
C -3.462 -2.373 -2.400
C -4.215 -3.483 -2.036
C -4.373 -3.794 -0.698
C -3.783 -2.997 0.276
C -3.015 -1.884 -0.067
N -2.332 -1.084 0.895
C -2.561 -1.173 2.192
O -3.424 -1.786 2.841
C -1.551 -0.386 3.080
C -1.732 -0.431 4.458
C -0.824 0.210 5.279
C 0.246 0.887 4.713
C 0.348 0.901 3.332
N -0.522 0.279 2.533
C -1.058 1.135 -3.335
C -1.010 1.575 -4.651
C 0.027 2.396 -5.050
C 0.972 2.782 -4.112
C 0.828 2.329 -2.812
N -0.152 1.512 -2.420
H -3.349 -2.111 -3.441
H -4.677 -4.092 -2.804
H -4.959 -4.654 -0.393
H -3.915 -3.213 1.324
H -2.578 -0.986 4.836
H -0.945 0.179 6.356
H 0.987 1.399 5.312
H 1.158 1.416 2.828
H -1.801 1.253 -5.314
H 0.100 2.730 -6.078
H 1.808 3.419 -4.365
H 1.541 2.610 -2.046
O 2.982 -2.380 -1.448
C 3.954 -1.463 -1.351
C 5.229 -1.856 -1.773
C 6.288 -0.979 -1.706
C 6.109 0.315 -1.213
C 4.852 0.702 -0.796
C 3.752 -0.161 -0.859
C 2.410 0.294 -0.388
O 1.440 -0.521 -0.451
N 2.356 1.567 0.034
N 1.063 1.909 0.293
C 0.780 3.121 0.561
C -0.653 3.491 0.744
C -1.003 4.790 1.084
C -2.344 5.108 1.233
C -3.298 4.126 1.038
C -2.864 2.850 0.702
N -1.583 2.537 0.555
H 2.158 -1.951 -1.106
H 5.349 -2.866 -2.143
H 7.269 -1.299 -2.039
H 6.937 1.008 -1.154
H 4.675 1.696 -0.410
H 1.556 3.884 0.635
H -0.232 5.536 1.230
H -2.641 6.115 1.496
H -4.356 4.321 1.138
H -3.561 2.036 0.538
I 2.220 -6.454 1.488
C 1.589 -4.530 1.742
C 2.086 -3.599 2.621
N 1.360 -2.482 2.427
N 0.429 -2.620 1.475
C 0.551 -3.866 1.055
H 2.878 -3.648 3.348
H 1.450 -1.588 2.878
H -0.101 -4.238 0.281
*
```

Values from the calculation:
Orbital gap in eV: 6.1
E_LUMO in eV: 1.99
E_HOMO in eV: -4.088
Electronic energy in hartree: -3080.00127

---

A molecular structure, C19H22CrN3O2S2 in a non-equilibrium geometry. Source: the OMol25 dataset; level of theory: the ωB97M-V functional and the def2-TZVPD basis.

ORCA input file:
```
! wB97M-V def2-TZVPD RIJCOSX def2/J DEFGRID3
* xyz 0 4
Cr 0.000 0.000 0.000
O 4.097 0.015 3.400
C 3.047 0.009 4.250
C 3.280 0.009 5.635
C 2.213 0.004 6.533
C 0.902 -0.002 6.058
C 0.654 -0.002 4.683
C 1.717 0.003 3.759
C 1.399 0.002 2.301
O 0.028 0.000 1.874
N 2.337 0.002 1.398
N 1.929 0.000 0.028
C 2.729 -0.004 -0.911
S 2.067 -0.013 -2.570
C 3.689 -0.493 -3.223
C 4.752 0.283 -2.464
S 4.514 -0.009 -0.689
H 5.014 0.019 3.709
H 4.293 0.014 6.018
H 2.402 0.004 7.598
H 0.075 -0.006 6.756
H -0.374 -0.007 4.345
H 3.758 -0.247 -4.303
H 3.826 -1.587 -3.085
H 4.662 1.372 -2.666
H 5.756 -0.070 -2.781
C -1.191 -2.213 1.178
N -1.406 -1.387 0.000
C -1.189 -2.217 -1.175
C -2.771 -0.705 -0.002
C -2.652 0.811 -0.001
C -3.855 1.685 -0.001
C -3.708 3.025 -0.001
C -2.349 3.629 0.000
C -1.260 2.839 0.000
C -1.414 1.397 0.000
H -1.925 -3.048 1.228
H -1.289 -1.603 2.102
H -0.158 -2.624 1.170
H -1.923 -3.052 -1.222
H -0.156 -2.628 -1.163
H -1.285 -1.610 -2.100
H -3.365 -1.002 0.892
H -3.362 -1.001 -0.898
H -4.848 1.248 -0.002
H -4.583 3.667 -0.001
H -2.238 4.708 0.000
H -0.264 3.268 0.001
H 0.000 0.000 -1.693
*
```

Values from the calculation:
Orbital gap (spin up / spin down) in eV: 7.6 / 7.8
E_LUMO (spin up / spin down) in eV: 0.12 / 0.25
E_HOMO (spin up / spin down) in eV: -7.522 / -7.590
Electronic energy in hartree: -2892.67654

---

A molecular structure, C6H10N2O in a non-equilibrium geometry. Source: the OMol25 dataset; level of theory: the ωB97M-V functional and the def2-TZVPD basis.

ORCA input file:
```
! wB97M-V def2-TZVPD RIJCOSX def2/J DEFGRID3
* xyz 0 1
C -0.973 0.791 -0.657
C -0.993 -1.094 -0.264
C 0.400 -1.521 0.136
C -1.086 -0.391 -1.591
C 1.845 0.067 1.515
N 0.797 -0.197 0.568
C -0.553 0.411 0.751
N -0.902 2.072 -1.086
O -0.861 1.128 1.720
H -1.828 -1.715 0.041
H -0.840 2.761 -0.336
H -0.463 2.317 -1.968
H 0.394 -2.239 0.965
H 1.041 -1.898 -0.669
H -2.059 -0.439 -2.084
H -0.285 -0.524 -2.320
H 1.521 -0.108 2.549
H 2.725 -0.545 1.302
H 2.121 1.121 1.427
*
```

Values from the calculation:
Relative energy (zero: lowest compared OMol25 entry of this formula, charge and spin) in kJ/mol: 517.29
Orbital gap (spin up / spin down) in eV: 6.1 / 6.1
E_LUMO (spin up / spin down) in eV: -0.51 / -0.51
E_HOMO (spin up / spin down) in eV: -6.633 / -6.631
Electronic energy in hartree: -419.18947